Entry 1:
Computed, not measured: a 12-piece molecular cluster, C29H75N7O12 overall in a non-equilibrium geometry, with the ωB97M-V functional and the def2-TZVPD basis.

Bonds (Å) are listed after each position.
Element x y z (Å)
1 O -4.141 0.699 -2.329  C26 1.232
2 O -3.395 -4.769 2.074  C34 1.355, H60 0.960
3 O 0.296 -2.791 2.653  C31 1.386, H104 0.960
4 O -0.615 1.881 -0.944  C41 1.248
5 O 1.040 -0.355 -3.654  C48 1.236
6 O 2.718 -3.528 -1.405  C42 1.244
7 O -1.134 6.852 -0.127  C46 1.210
8 O -4.569 1.221 4.101  C25 1.465, H77 0.960
9 O 5.627 1.682 1.006  C28 1.453, H90 0.960
10 O -1.692 -2.575 -2.698  C35 1.197
11 O 4.151 3.643 -0.430  C29 1.445, H107 0.960
12 O -1.925 3.890 -5.222  C33 1.210
13 N 2.988 -1.067 -2.861  C48 1.282, H80 1.010, H115 1.010
14 N -1.735 -0.025 -0.818  C41 1.284, H84 1.010, H117 1.010
15 N 0.350 -2.678 -2.075  C35 1.314, H94 1.010, H100 1.010
16 N 2.884 -3.468 0.818  C42 1.352, H65 1.010, H66 1.010
17 N -4.308 -1.570 -2.033  C26 1.271, H111 1.010, H120 1.010
18 N -1.882 2.207 -3.819  C33 1.285, H70 1.010, H72 1.010
19 N -0.402 4.914 -0.847  C46 1.290, H82 1.010, H119 1.010
20 C -2.775 1.105 2.450  C25 1.509, H54 1.090, H98 1.090, H113 1.090
21 C 5.256 2.910 -2.364  C29 1.480, H73 1.090, H89 1.090, H102 1.090
22 C 4.016 -0.154 1.061  C28 1.538, H69 1.090, H78 1.090, H103 1.090
23 C -3.919 -2.850 0.747  C34 1.572, H79 1.090, H83 1.090, H91 1.090
24 C -1.107 -4.567 -1.500  C35 1.518, H62 1.090, H105 1.090, H106 1.090
25 C -3.228 1.701 3.759  O8 1.465, C20 1.509, C30 1.546, H92 1.090
26 C -4.717 -0.370 -2.125  O1 1.232, N17 1.271, C37 1.534
27 C 3.055 0.176 -4.819  C48 1.486, H75 1.090, H86 1.090, H118 1.090
28 C 4.466 1.165 1.711  O9 1.453, C22 1.538, C32 1.503, H116 1.090
29 C 4.017 3.547 -1.866  O11 1.445, C21 1.480, C36 1.513, H97 1.090
30 C -3.298 3.243 3.834  C25 1.546, H56 1.090, H67 1.090, H71 1.090
31 C 0.181 -2.577 4.018  O3 1.386, C38 1.498, C44 1.501, H122 1.090
32 C 4.789 1.013 3.171  C28 1.503, H85 1.090, H99 1.090, H114 1.090
33 C -1.310 3.119 -4.520  O12 1.210, N18 1.285, C47 1.506
34 C -3.566 -3.427 2.166  O2 1.355, C23 1.572, C40 1.492, H51 1.090
35 C -0.847 -3.216 -2.141  O10 1.197, N15 1.314, C24 1.518
36 C 2.818 2.640 -2.033  C29 1.513, H52 1.090, H95 1.090, H96 1.090
37 C -6.191 -0.283 -1.707  C26 1.534, H55 1.090, H61 1.090, H112 1.090
38 C -0.134 -1.130 4.242  C31 1.498, H53 1.090, H81 1.090, H110 1.090
39 C 4.813 -4.296 -0.555  C42 1.514, H50 1.090, H64 1.090, H121 1.090
40 C -4.466 -3.034 3.289  C34 1.492, H49 1.090, H59 1.090, H93 1.090
41 C -0.711 0.701 -0.549  O4 1.248, N14 1.284, C45 1.489
42 C 3.425 -3.712 -0.398  O6 1.244, N16 1.352, C39 1.514
43 C -2.721 5.053 -0.213  C46 1.544, H76 1.090, H88 1.090, H108 1.090
44 C 1.465 -2.865 4.740  C31 1.501, H68 1.090, H109 1.090, H123 1.090
45 C 0.427 0.070 0.176  C41 1.489, H57 1.090, H63 1.090, H74 1.090
46 C -1.342 5.705 -0.453  O7 1.210, N19 1.290, C43 1.544
47 C 0.173 3.305 -4.326  C33 1.506, H58 1.090, H87 1.090, H101 1.090
48 C 2.269 -0.466 -3.735  O5 1.236, N13 1.282, C27 1.486
49 H -4.587 -1.952 3.319  C40 1.090
50 H 5.356 -4.579 0.347  C39 1.090
51 H -2.563 -3.062 2.383  C34 1.090
52 H 2.897 1.674 -1.533  C36 1.090
53 H -0.903 -0.804 3.541  C38 1.090
54 H -3.108 0.067 2.431  C20 1.090
55 H -6.508 -1.032 -0.982  C37 1.090
56 H -3.392 3.485 4.893  C30 1.090
57 H 0.823 0.661 1.001  C45 1.090
58 H 0.456 4.184 -3.746  C47 1.090
59 H -5.475 -3.377 3.062  C40 1.090
60 H -4.172 -5.248 1.778  O2 0.960
61 H -6.405 0.768 -1.517  C37 1.090
62 H -1.858 -4.484 -0.713  C24 1.090
63 H 0.133 -0.888 0.605  C45 1.090
64 H 5.472 -3.615 -1.095  C39 1.090
65 H 1.919 -3.214 0.972  N16 1.010
66 H 3.393 -3.882 1.585  N16 1.010
67 H -2.347 3.658 3.502  C30 1.090
68 H 2.299 -2.311 4.311  C44 1.090
69 H 4.729 -0.971 0.949  C22 1.090
70 H -1.331 1.673 -3.162  N18 1.010
71 H -4.111 3.758 3.322  C30 1.090
72 H -2.890 2.200 -3.756  N18 1.010
73 H 6.109 3.577 -2.239  C21 1.090
74 H 1.253 -0.160 -0.496  C45 1.090
75 H 3.648 -0.427 -5.507  C27 1.090
76 H -2.973 5.001 0.846  C43 1.090
77 H -5.015 1.936 4.562  O8 0.960
78 H 3.508 0.054 0.120  C22 1.090
79 H -4.137 -3.573 -0.039  C23 1.090
80 H 2.415 -1.473 -2.135  N13 1.010
81 H 0.710 -0.469 4.041  C38 1.090
82 H -0.620 3.928 -0.833  N19 1.010
83 H -4.779 -2.181 0.725  C23 1.090
84 H -2.411 0.415 -1.426  N14 1.010
85 H 3.885 0.708 3.697  C32 1.090
86 H 3.658 0.996 -4.428  C27 1.090
87 H 0.570 2.427 -3.818  C47 1.090
88 H -2.783 4.030 -0.585  C43 1.090
89 H 5.507 2.049 -1.745  C21 1.090
90 H 5.315 2.429 0.491  O9 0.960
91 H -3.046 -2.309 0.382  C23 1.090
92 H -2.538 1.236 4.464  C25 1.090
93 H -4.212 -3.396 4.285  C40 1.090
94 H 1.059 -3.287 -1.691  N15 1.010
95 H 2.490 2.469 -3.058  C36 1.090
96 H 1.946 3.049 -1.521  C36 1.090
97 H 3.810 4.542 -2.258  C29 1.090
98 H -1.687 1.037 2.487  C20 1.090
99 H 5.564 0.295 3.439  C32 1.090
100 H 0.483 -1.728 -2.390  N15 1.010
101 H 0.542 3.444 -5.342  C47 1.090
102 H 5.264 2.485 -3.368  C21 1.090
103 H 3.136 -0.543 1.573  C22 1.090
104 H 0.092 -3.689 2.383  O3 0.960
105 H -1.504 -5.224 -2.274  C24 1.090
106 H -0.190 -4.915 -1.025  C24 1.090
107 H 3.423 4.195 -0.136  O11 0.960
108 H -3.464 5.612 -0.781  C43 1.090
109 H 1.378 -2.704 5.814  C44 1.090
110 H -0.523 -0.990 5.250  C38 1.090
111 H -3.393 -1.911 -2.293  N17 1.010
112 H -6.833 -0.456 -2.571  C37 1.090
113 H -3.252 1.566 1.585  C20 1.090
114 H 5.105 1.963 3.602  C32 1.090
115 H 3.900 -1.424 -3.110  N13 1.010
116 H 3.756 1.945 1.436  C28 1.090
117 H -1.810 -1.024 -0.692  N14 1.010
118 H 2.295 0.478 -5.540  C27 1.090
119 H 0.545 5.190 -1.063  N19 1.010
120 H -4.937 -2.294 -1.717  N17 1.010
121 H 4.697 -5.129 -1.248  C39 1.090
122 H -0.590 -3.197 4.476  C31 1.090
123 H 1.714 -3.926 4.721  C44 1.090

Properties
LUMO (alpha / beta) in hartree: -0.0864 / -0.2854
2S+1: 2
Expectation value of S²: 0.7547
Total charge: +1
HOMO-LUMO gap (alpha / beta) in eV: 8.91 / 3.49
E_tot in eV: -66284.47443

Results of the Mulliken charge analysis, in e, for atoms 1 through 99: -0.746, -0.629, -0.354, -0.187, -0.682, -0.874, -0.663, -0.546, -0.662, -0.892, -0.576, -0.226, 0.144, 1.381, 0.514, 0.031, -0.095, 0.141, 0.028, -0.396, -1.477, -0.279, -0.698, -0.976, 0.663, 0.693, -1.233, 0.872, 0.367, -1.521, 0.654, -1.460, 0.623, 1.695, 1.117, 0.899, -1.269, -0.714, -1.246, -1.579, 0.011, 0.660, -0.597, -1.545, -0.048, 0.707, -0.104, 0.900, 0.293, 0.412, -0.750, -0.636, -0.237, -0.231, 0.357, 0.484, 0.657, 0.293, 0.411, 0.400, 0.353, 0.127, 0.103, 0.299, -0.079, 0.212, 0.361, 0.240, 0.509, -0.278, 0.364, 0.248, 0.377, -0.716, 0.513, 0.104, 0.320, -0.400, 0.441, -0.318, 0.149, 0.026, 0.365, -0.032, 0.244, 0.096, -0.412, 0.066, 0.297, 0.391, -0.241, -0.021, 0.359, -0.124, -0.075, -0.180, 0.381, 0.065, 0.342

Entry 2:
Computed, not measured: a 6-piece molecular cluster, C39H49N4O overall in a non-equilibrium geometry, with the ωB97M-V functional and the def2-TZVPD basis.

Bonds (Å) are listed after each position.
Element x y z (Å)
1 O 3.024 0.400 -4.186  N4 1.381, H76 0.964
2 N 2.375 -0.908 -0.398  N3 1.372, C8 1.327, C20 1.463
3 N 2.785 -0.629 -1.677  N2 1.372, C32 1.338, H71 1.005
4 N 2.000 0.819 -3.359  O1 1.381, C32 1.331, H69 1.006
5 N 1.003 0.587 -1.230  C8 1.304, C32 1.333
6 C 2.834 -1.646 1.897  C20 1.490, C23 1.520, H51 1.072, H78 1.076
7 C -3.973 3.594 -2.858  C31 1.387, C36 1.387, H86 1.082
8 C 1.304 -0.150 -0.197  N2 1.327, N5 1.304, H50 1.061
9 C 7.949 -4.772 0.028  C21 1.388, C44 1.388, H75 1.082
10 C 0.863 -1.020 4.452  C18 1.527, C42 1.518, H66 1.074, H89 1.073
11 C 5.818 -5.109 1.087  C27 1.389, C44 1.388, H46 1.083
12 C 0.138 1.649 -6.480  C25 1.388, C35 1.387, H88 1.085
13 C -4.180 2.411 3.212  C29 1.388, C41 1.386, H60 1.082
14 C -5.372 -0.575 1.620  C19 1.388, C40 1.388, H45 1.081
15 C -7.287 -1.060 0.248  C39 1.387, C40 1.388, H64 1.082
16 C -1.953 2.370 -2.415  C26 1.387, C31 1.387, H62 1.083
17 C -1.461 1.897 3.393  C30 1.390, C38 1.386, H59 1.083
18 C 1.518 -2.301 3.942  C10 1.527, C23 1.510, H80 1.071, H81 1.072
19 C -6.085 -0.956 2.747  C14 1.388, C24 1.387, H72 1.082
20 C 3.079 -1.874 0.445  N2 1.463, C6 1.490, H61 1.073, H83 1.073
21 C 8.323 -3.912 1.051  C9 1.388, C22 1.388, H91 1.082
22 C 7.445 -3.649 2.094  C21 1.388, C27 1.388, H79 1.082
23 C 1.607 -2.363 2.435  C6 1.520, C18 1.510, H65 1.074, H70 1.080
24 C -7.399 -1.385 2.626  C19 1.387, C39 1.388, H53 1.082
25 C 0.316 2.945 -6.942  C12 1.388, C28 1.387, H82 1.083
26 C -1.335 3.018 -3.474  C16 1.387, C34 1.386, H92 1.083
27 C 6.193 -4.248 2.110  C11 1.389, C22 1.388, H58 1.083
28 C -0.684 3.557 -7.683  C25 1.387, C37 1.387, H74 1.082
29 C -3.409 2.342 2.059  C13 1.388, C30 1.388, H49 1.081
30 C -2.048 2.086 2.147  C17 1.390, C29 1.388, H77 1.084
31 C -3.275 2.657 -2.111  C7 1.387, C16 1.387, H57 1.080
32 C 1.929 0.288 -2.141  N3 1.338, N4 1.331, N5 1.333
33 C 3.114 0.138 5.028  C42 1.524, H67 1.077, H87 1.074, H93 1.071
34 C -2.028 3.957 -4.222  C26 1.386, C36 1.387, H47 1.081
35 C -1.037 0.964 -6.753  C12 1.387, C43 1.387, H73 1.082
36 C -3.348 4.246 -3.911  C7 1.387, C34 1.387, H55 1.082
37 C -1.863 2.877 -7.949  C28 1.387, C43 1.388, H84 1.082
38 C -2.231 1.964 4.544  C17 1.386, C41 1.387, H54 1.082
39 C -8.000 -1.438 1.376  C15 1.387, C24 1.388, H68 1.082
40 C -5.974 -0.627 0.370  C14 1.388, C15 1.388, H63 1.081
41 C -3.591 2.223 4.452  C13 1.386, C38 1.387, H85 1.082
42 C 1.665 -0.149 5.402  C10 1.518, C33 1.524, H56 1.072, H90 1.075
43 C -2.041 1.582 -7.483  C35 1.387, C37 1.388, H48 1.081
44 C 6.698 -5.373 0.046  C9 1.388, C11 1.388, H52 1.082
45 H -4.349 -0.238 1.718  C14 1.081
46 H 4.844 -5.582 1.106  C11 1.083
47 H -1.543 4.457 -5.048  C34 1.081
48 H -2.960 1.053 -7.692  C43 1.081
49 H -3.871 2.488 1.093  C29 1.081
50 H 0.745 -0.135 0.704  C8 1.061
51 H 3.682 -1.976 2.464  C6 1.072
52 H 6.412 -6.053 -0.745  C44 1.082
53 H -7.956 -1.678 3.506  C24 1.082
54 H -1.772 1.816 5.513  C38 1.082
55 H -3.891 4.979 -4.492  C36 1.082
56 H 1.634 -0.547 6.397  C42 1.072
57 H -3.762 2.149 -1.292  C31 1.080
58 H 5.508 -4.046 2.924  C27 1.083
59 H -0.398 1.702 3.466  C17 1.083
60 H -5.241 2.610 3.142  C13 1.082
61 H 4.123 -1.790 0.215  C20 1.073
62 H -1.407 1.641 -1.830  C16 1.083
63 H -5.422 -0.331 -0.511  C40 1.081
64 H -7.755 -1.104 -0.727  C15 1.082
65 H 0.722 -1.910 2.030  C23 1.074
66 H -0.030 -1.303 4.976  C10 1.074
67 H 3.236 1.105 4.570  C33 1.077
68 H -9.023 -1.775 1.282  C39 1.082
69 H 1.308 1.464 -3.700  N4 1.006
70 H 1.609 -3.381 2.074  C23 1.080
71 H 3.577 -1.068 -2.113  N3 1.005
72 H -5.615 -0.918 3.722  C19 1.082
73 H -1.171 -0.049 -6.398  C35 1.082
74 H -0.545 4.565 -8.052  C28 1.082
75 H 8.636 -4.980 -0.781  C9 1.082
76 H 3.742 1.035 -4.077  O1 0.964
77 H -1.448 2.034 1.245  C30 1.084
78 H 2.745 -0.589 2.077  C6 1.076
79 H 7.739 -2.983 2.894  C22 1.082
80 H 0.951 -3.153 4.258  C18 1.071
81 H 2.497 -2.431 4.359  C18 1.072
82 H 1.236 3.478 -6.732  C25 1.083
83 H 2.782 -2.863 0.150  C20 1.073
84 H -2.644 3.355 -8.525  C37 1.082
85 H -4.192 2.276 5.350  C41 1.082
86 H -5.005 3.816 -2.620  C7 1.082
87 H 3.542 -0.594 4.370  C33 1.074
88 H 0.927 1.161 -5.918  C12 1.085
89 H 0.518 -0.421 3.630  C10 1.073
90 H 1.163 0.800 5.453  C42 1.075
91 H 9.301 -3.450 1.039  C21 1.082
92 H -0.306 2.792 -3.723  C26 1.083
93 H 3.723 0.144 5.909  C33 1.071

Properties
LUMO in hartree: -0.1001
Total charge: +1
HOMO-LUMO gap in eV: 8.03
E_tot in eV: -49237.43571

For reference, the Mulliken charges in units of e are: -0.445, 0.328, -0.439, 0.059, -0.318, -0.750, -0.653, -0.540, -0.415, 0.289, -0.452, -0.252, -0.538, -0.213, -0.436, -0.122, -0.157, -1.238, -0.518, -0.647, -0.364, -0.487, -0.654, -0.397, -0.451, -0.140, -0.303, -0.526, -0.537, -0.349, -0.099, 0.546, -1.046, -0.708, -0.687, -0.492, -0.411, -0.532, -0.393, -0.435, -0.523, -0.601, -0.391, -0.419, 0.500, 0.418, 0.479, 0.409, 0.467, 0.634, 0.692, 0.392, 0.369, 0.389, 0.389, 0.442, 0.463, 0.487, 0.422, 0.433, 0.437, 0.329, 0.396, 0.372, 0.295, 0.412, 0.336, 0.366, 0.118, 0.536, 0.271, 0.389, 0.376, 0.408, 0.381, 0.363, 0.490, 0.294, 0.389, 0.383, 0.554, 0.346, 0.333, 0.401, 0.417, 0.400, 0.135, 0.786, -0.398, 0.256, 0.379, 0.183, 0.341

Entry 3:
Computed, not measured: a 2-piece molecular cluster, CH3ClN2S overall in a non-equilibrium geometry, with the ωB97M-V functional and the def2-TZVPD basis.

Bonds (Å) are listed after each position.
Element x y z (Å)
1 Cl 2.074 -1.748 0.591  C5 1.660
2 S 2.997 0.553 2.169  C5 1.549
3 N 0.379 0.872 0.457  N4 1.360, H8 0.998
4 N -0.006 0.010 -0.521  N3 1.360, H6 0.965, H7 1.122
5 C 2.070 -0.197 1.181  Cl1 1.660, S2 1.549
6 H 0.610 0.208 -1.237  N4 0.965
7 H -0.412 -1.021 -0.343  N4 1.122
8 H -0.022 0.910 1.370  N3 0.998

Properties
LUMO (alpha / beta) in hartree: -0.0004 / -0.0004
HOMO-LUMO gap (alpha / beta) in eV: 7.66 / 7.66
E_tot in eV: -27419.12811

For reference, the Mulliken charges in units of e are: -0.091, -0.235, -0.386, -0.344, 0.243, 0.293, 0.259, 0.262